#one
{"formula": "H11O5", "method": "ωB97M-V/def2-TZVPD", "total_charge": 1, "orbital_gap_ev": 11.871, "molar_mass_g_mol": 91.083, "multiplicity": 1, "e_homo_ev": -14.99, "species": ["O", "H", "H", "O", "H", "H", "O", "H", "H", "O", "H", "H", "O", "H", "H", "H"], "positions_angstrom": [[-1.442, -2.955, -0.848], [-1.280, -3.699, -1.447], [-2.340, -3.168, -0.577], [2.765, 0.418, -1.267], [2.706, 1.222, -1.798], [2.910, 0.603, -0.334], [0.250, 0.790, 1.271], [0.244, 0.265, 2.084], [-0.574, 1.569, 1.391], [-1.739, 2.120, 1.390], [-1.507, 3.029, 1.117], [-2.696, 2.026, 1.374], [0.453, -0.528, -0.861], [0.598, -1.487, -0.806], [1.358, 0.041, -0.822], [0.295, -0.244, 0.136]], "nbo_charge": [-0.963, 0.480, 0.484, -0.909, 0.517, 0.503, -1.042, 0.491, 0.520, -0.916, 0.514, 0.539, -0.821, 0.543, 0.525, 0.534]}

=====

#two
{"formula": "H11O5", "method": "ωB97M-V/def2-TZVPD", "total_charge": 1, "orbital_gap_ev": 10.966, "molar_mass_g_mol": 91.083, "multiplicity": 1, "e_homo_ev": -14.36, "species": ["O", "H", "H", "H", "O", "H", "H", "O", "H", "H", "O", "H", "H", "O", "H", "H"], "positions_angstrom": [[33.500, 34.159, 36.235], [32.792, 34.701, 35.790], [33.474, 34.367, 37.166], [34.282, 34.085, 35.604], [32.931, 36.251, 37.851], [32.839, 37.083, 37.432], [32.908, 36.407, 38.774], [29.943, 34.096, 34.934], [29.129, 34.102, 34.233], [30.302, 33.252, 35.218], [35.514, 34.665, 34.468], [35.474, 35.576, 34.415], [36.396, 34.670, 34.848], [32.497, 35.834, 34.313], [31.982, 36.536, 34.652], [32.799, 36.027, 33.395]], "nbo_charge": [-0.826, 0.580, 0.577, 0.583, -0.978, 0.490, 0.497, -0.998, 0.515, 0.485, -0.922, 0.481, 0.494, -0.984, 0.494, 0.513]}

=====

Relative energies in kJ/mol: #one 0.0; #two 26.4